No. 1
171
Properties=species:S:1:pos:R:3:lowdin_charge:R:1 method="wB97M-V/def2-TZVPD" e_homo_ha="-0.4369 / -0.4369" s_squared=8.759 energy_ev=-297830.1980 homo_lumo_gap_ha="0.3023 / 0.1370" spin_multiplicity=6 charge=+1
Fe -1.62 -1.86 -1.84 1.318
B 0.70 -2.78 -3.63 -1.347
F 2.05 -2.36 -3.65 0.128
F 0.63 -4.09 -4.07 0.170
F 0.25 -2.72 -2.35 0.113
F -0.15 -1.93 -4.28 0.161
C -2.24 0.66 1.38 -0.723
F -2.48 1.67 2.12 0.228
F -1.77 -0.35 2.12 0.142
F -3.36 0.42 0.78 0.139
S -0.95 0.88 -0.01 0.842
O -1.73 1.52 -1.10 -0.309
O 0.15 1.69 0.65 -0.258
N -0.59 -0.82 -0.48 -0.328
S 0.76 -1.07 0.31 0.616
O 0.91 -0.50 1.64 -0.260
O 1.15 -2.46 0.36 -0.278
C 2.29 -0.27 -0.72 -0.504
F 2.65 0.71 0.09 0.134
F 3.28 -1.17 -0.88 0.150
F 1.82 0.26 -1.93 0.097
O -3.14 -0.14 -5.46 -0.252
S -2.67 0.51 -4.21 0.770
O -2.27 -0.32 -3.08 -0.368
O -1.26 1.25 -4.67 -0.266
C -0.93 1.61 -5.99 -0.236
C 0.35 0.75 -6.33 -0.028
C -3.66 2.02 -3.79 -0.047
H -0.71 2.67 -5.87 0.124
H -1.66 1.52 -6.79 0.120
H 1.28 1.01 -5.82 0.053
H 0.59 0.92 -7.38 0.081
H 0.23 -0.32 -6.17 0.072
H -3.10 2.59 -3.05 0.066
H -4.66 1.62 -3.63 0.086
H -3.65 2.62 -4.71 0.065
O 6.99 -5.02 0.34 -0.309
S 6.34 -5.10 -0.97 0.702
O 7.06 -4.64 -2.16 -0.305
O 6.06 -6.72 -1.27 -0.267
C 5.51 -7.55 -0.22 -0.284
C 4.20 -8.04 -0.76 -0.078
C 4.55 -4.34 -1.02 -0.065
H 5.41 -6.98 0.71 0.109
H 6.08 -8.39 0.16 0.124
H 3.57 -8.41 0.05 0.080
H 4.21 -8.82 -1.52 0.089
H 3.77 -7.12 -1.16 0.055
H 4.06 -4.59 -0.08 0.060
H 4.06 -4.65 -1.95 0.068
H 4.65 -3.26 -1.00 0.024
O -7.01 5.61 -2.91 -0.303
S -5.58 5.93 -3.12 0.620
O -5.19 7.25 -2.79 -0.250
O -4.76 4.95 -2.13 -0.289
C -4.76 5.10 -0.69 -0.282
C -3.87 4.11 -0.08 -0.077
C -4.98 5.30 -4.67 -0.113
H -5.71 5.12 -0.16 0.130
H -4.29 6.07 -0.52 0.125
H -3.69 4.27 0.98 0.087
H -2.97 4.07 -0.69 0.088
H -4.52 3.23 -0.09 0.079
H -3.89 5.42 -4.72 0.080
H -5.50 5.90 -5.41 0.084
H -5.18 4.24 -4.78 0.053
O 5.50 5.35 4.36 -0.303
S 4.83 4.68 3.23 0.725
O 5.49 4.51 1.93 -0.342
O 4.31 3.15 3.72 -0.310
C 3.96 2.07 2.78 -0.189
C 2.49 1.94 3.24 -0.071
C 3.19 5.58 2.88 -0.072
H 4.60 1.20 2.93 0.108
H 4.07 2.48 1.78 0.099
H 2.25 0.87 3.18 0.061
H 1.74 2.50 2.70 0.066
H 2.32 2.26 4.26 0.074
H 3.15 6.63 3.16 0.069
H 2.50 5.01 3.50 0.031
H 2.94 5.31 1.85 0.058
O 6.43 -1.38 3.34 -0.293
S 6.35 -1.26 1.87 0.729
O 5.28 -1.82 1.02 -0.337
O 6.59 0.34 1.33 -0.289
C 6.34 0.65 -0.04 -0.265
C 7.02 2.07 -0.34 -0.015
C 7.96 -1.98 1.29 -0.092
H 5.26 0.73 -0.17 0.087
H 6.68 -0.12 -0.73 0.090
H 7.36 2.02 -1.38 0.064
H 7.94 2.20 0.23 0.079
H 6.33 2.85 -0.03 0.059
H 8.78 -1.27 1.37 0.073
H 7.78 -2.19 0.23 0.048
H 8.12 -2.93 1.81 0.064
O -6.72 4.19 5.58 -0.289
S -6.60 4.33 4.13 0.702
O -5.46 5.07 3.58 -0.313
O -6.71 2.79 3.47 -0.247
C -5.95 1.80 4.12 -0.310
C -5.77 0.54 3.27 -0.063
C -8.09 5.24 3.44 -0.076
H -6.49 1.52 5.03 0.123
H -4.96 2.08 4.47 0.105
H -5.19 0.94 2.44 0.052
H -6.76 0.17 2.99 0.079
H -5.30 -0.33 3.72 0.091
H -8.11 6.28 3.75 0.079
H -9.06 4.73 3.50 0.069
H -7.89 5.19 2.37 0.049
O -1.21 5.66 6.69 -0.296
S -1.18 4.64 5.59 0.752
O -0.13 4.85 4.57 -0.330
O -1.10 3.03 6.15 -0.288
C -0.56 1.96 5.39 -0.294
C -1.55 0.84 5.47 -0.057
C -2.83 4.53 4.77 -0.120
H 0.40 1.72 5.86 0.127
H -0.43 2.37 4.39 0.096
H -2.55 1.23 5.28 0.067
H -1.36 0.39 6.45 0.089
H -1.49 -0.01 4.78 0.067
H -3.05 5.50 4.32 0.067
H -3.55 4.27 5.54 0.065
H -2.83 3.71 4.06 0.043
O 3.68 1.27 -6.65 -0.314
S 4.27 2.22 -5.66 0.701
O 3.49 3.05 -4.72 -0.317
O 5.34 1.39 -4.78 -0.269
C 4.91 0.25 -4.09 -0.282
C 6.18 -0.49 -3.70 -0.049
C 5.49 3.42 -6.32 -0.108
H 4.30 -0.45 -4.66 0.126
H 4.56 0.52 -3.09 0.110
H 6.59 0.12 -2.89 0.051
H 6.83 -0.73 -4.54 0.094
H 5.95 -1.42 -3.17 0.078
H 5.01 4.17 -6.96 0.070
H 6.20 2.97 -7.02 0.065
H 6.18 3.82 -5.57 0.074
O -3.53 -2.79 1.50 -0.235
S -4.18 -2.57 0.22 0.767
O -3.42 -1.94 -0.89 -0.388
O -4.67 -4.04 -0.32 -0.234
C -5.39 -4.79 0.64 -0.298
C -5.49 -6.20 0.15 -0.037
C -5.90 -1.65 0.23 -0.002
H -6.37 -4.33 0.68 0.111
H -5.02 -4.69 1.66 0.111
H -4.65 -6.58 -0.42 0.094
H -6.46 -6.29 -0.34 0.090
H -5.62 -6.87 1.00 0.091
H -6.55 -2.20 0.91 0.069
H -6.33 -1.64 -0.77 0.081
H -5.66 -0.61 0.45 0.048
O -1.16 -6.58 -1.29 -0.271
S -0.94 -5.32 -0.50 0.745
O -1.46 -4.07 -1.01 -0.339
O -1.19 -5.61 1.12 -0.257
C -1.63 -6.86 1.63 -0.250
C -2.48 -6.62 2.87 -0.046
C 0.81 -5.15 -0.37 -0.110
H -0.83 -7.59 1.75 0.133
H -2.26 -7.32 0.86 0.105
H -2.00 -6.49 3.84 0.086
H -3.01 -7.54 3.10 0.083
H -3.27 -5.90 2.65 0.061
H 0.89 -4.77 0.65 0.066
H 1.27 -4.44 -1.06 0.060
H 1.34 -6.09 -0.55 0.084

***

No. 2
127
Properties=species:S:1:pos:R:3:lowdin_charge:R:1 method="wB97M-V/def2-TZVPD" e_homo_ha=-0.5610 e_above_lowest_ev=0.608 energy_ev=-74202.8008 homo_lumo_gap_ha=0.3567 charge=+3
C 1.93 -3.67 -0.65 -0.043
C 3.00 -3.77 -1.85 -0.093
N 2.32 -3.66 -3.25 -0.234
C 1.30 -4.88 -3.40 0.069
C 1.66 -2.27 -3.39 -0.136
C 2.58 -1.06 -3.11 -0.052
C 3.50 -3.83 -4.23 -0.105
C 3.31 -3.50 -5.64 -0.191
O 4.03 -4.54 -6.37 -0.169
C 4.35 -4.31 -7.75 -0.075
H 2.35 -3.89 0.33 0.088
H 1.10 -4.38 -0.60 0.034
H 1.45 -2.71 -0.46 0.052
H 3.49 -4.74 -1.86 0.127
H 3.82 -3.05 -1.80 0.117
H 0.58 -4.78 -2.59 0.070
H 1.82 -5.83 -3.39 0.116
H 0.69 -4.76 -4.30 0.105
H 0.82 -2.28 -2.69 0.103
H 1.25 -2.26 -4.40 0.123
H 3.28 -0.99 -3.95 0.073
H 3.12 -0.94 -2.18 0.088
H 1.99 -0.18 -3.37 0.078
H 3.66 -4.88 -4.00 0.134
H 4.33 -3.28 -3.77 0.138
H 3.70 -2.51 -5.86 0.128
H 2.28 -3.46 -6.02 0.128
H 3.78 -5.02 -8.35 0.090
H 5.40 -4.39 -8.03 0.093
H 4.06 -3.37 -8.21 0.085
C 0.62 2.43 6.37 -0.047
C -0.32 2.43 5.17 -0.167
N -1.50 1.41 5.19 -0.198
C -2.26 1.58 3.86 0.040
C -0.91 -0.06 5.32 -0.140
C 0.21 -0.35 4.38 -0.068
C -2.40 1.65 6.45 -0.056
C -3.79 1.08 6.46 -0.234
O -3.78 -0.25 6.09 -0.222
C -5.11 -0.73 5.92 -0.061
H 0.19 2.84 7.28 0.088
H 1.41 3.14 6.11 0.095
H 1.03 1.44 6.54 0.082
H 0.24 2.30 4.25 0.108
H -0.88 3.37 5.15 0.127
H -1.60 1.48 3.00 0.083
H -2.57 2.61 3.69 0.115
H -3.05 0.82 3.92 0.083
H -1.82 -0.66 5.25 0.114
H -0.54 -0.30 6.32 0.129
H 0.46 -1.37 4.68 0.101
H 1.13 0.23 4.43 0.089
H -0.05 -0.28 3.33 0.058
H -2.38 2.71 6.71 0.142
H -1.79 1.20 7.23 0.131
H -4.46 1.72 5.88 0.131
H -4.18 1.02 7.47 0.150
H -5.83 0.00 5.56 0.100
H -5.37 -1.27 6.84 0.107
H -4.92 -1.43 5.11 0.085
C -5.88 -3.05 -2.15 -0.052
C -5.53 -2.26 -0.85 -0.122
N -4.02 -2.28 -0.47 -0.216
C -3.25 -1.33 -1.35 0.027
C -3.81 -1.94 1.04 -0.143
C -4.49 -0.67 1.53 -0.057
C -3.52 -3.73 -0.73 -0.057
C -2.06 -4.11 -0.29 -0.181
O -2.08 -4.34 1.12 -0.198
C -0.76 -4.58 1.66 -0.062
H -5.49 -4.06 -2.25 0.072
H -5.46 -2.60 -3.05 0.081
H -6.97 -3.09 -2.24 0.099
H -6.13 -2.65 -0.03 0.133
H -5.87 -1.23 -0.93 0.124
H -3.75 -0.37 -1.26 0.113
H -3.46 -1.60 -2.39 0.102
H -2.17 -1.34 -1.22 0.093
H -2.77 -1.95 1.37 0.126
H -4.34 -2.69 1.63 0.131
H -3.93 0.13 1.03 0.074
H -4.46 -0.45 2.60 0.070
H -5.52 -0.59 1.18 0.080
H -3.59 -3.79 -1.81 0.113
H -4.15 -4.49 -0.24 0.151
H -1.37 -3.28 -0.39 0.108
H -1.76 -4.99 -0.86 0.133
H -0.15 -3.68 1.61 0.079
H -0.14 -5.21 1.02 0.070
H -0.71 -5.14 2.60 0.105
C 2.38 7.42 -3.58 -0.045
C 2.82 5.96 -3.48 -0.128
N 2.47 5.18 -2.13 -0.238
C 0.96 4.86 -2.06 0.023
C 3.14 3.81 -2.24 -0.142
C 2.95 3.01 -3.59 -0.044
C 2.83 5.92 -0.86 -0.051
C 2.50 5.14 0.49 -0.172
O 3.41 5.34 1.56 -0.148
C 3.16 4.35 2.51 -0.116
H 2.70 7.94 -2.68 0.073
H 1.29 7.40 -3.57 0.083
H 2.76 7.94 -4.46 0.102
H 3.90 5.90 -3.55 0.133
H 2.34 5.42 -4.30 0.116
H 0.65 4.49 -3.03 0.104
H 0.40 5.77 -1.87 0.108
H 0.67 4.21 -1.23 0.080
H 2.80 3.12 -1.47 0.096
H 4.21 3.96 -2.08 0.136
H 3.47 2.06 -3.45 0.074
H 3.38 3.52 -4.45 0.073
H 1.91 2.74 -3.77 0.075
H 2.31 6.87 -0.95 0.118
H 3.86 6.24 -1.03 0.143
H 2.23 4.12 0.22 0.090
H 1.58 5.57 0.91 0.133
H 4.00 3.66 2.47 0.093
H 2.30 3.68 2.52 0.075
H 3.41 4.93 3.40 0.102
P 0.57 0.75 0.19 0.134
F 0.88 1.62 1.56 -0.174
F 0.10 2.14 -0.57 -0.186
F 2.06 1.03 -0.36 -0.162
F 0.22 0.00 -1.26 -0.205
F 1.07 -0.58 0.88 -0.133
F -0.86 0.35 0.60 -0.118